Entry 1:
Below is an isolated molecule of C11H21N3O3 in a non-equilibrium geometry, with properties calculated with ωB97M-V with the def2-TZVPD basis set.

The calculation puts the largest force on an atom at 6.65 eV Å⁻¹. Its HOMO-LUMO gap is 9.30 eV. For the electronic energy, the calculation gives -821.54534 Ha. As for the HOMO energy: -8.66 eV. Its SMILES is NCCCC[C@H](N)C(=O)N1CCC[C@H]1C(=O)O.

CARTESIAN COORDINATES (ANGSTROEM)
N (3.291, -0.141, 2.232)
C (2.061, -0.015, 3.262)
C (0.685, -0.740, 2.873)
C (-0.012, -0.193, 1.737)
C (-0.648, -1.432, 1.287)
C (-1.675, -1.325, 0.040)
N (-2.711, -2.169, -0.334)
C (-0.875, -1.039, -1.108)
O (-0.180, -1.860, -1.572)
N (-0.879, 0.163, -1.622)
C (-1.506, 1.384, -0.904)
C (-1.402, 2.597, -1.775)
C (-0.107, 2.157, -2.536)
C (0.097, 0.707, -2.681)
C (1.534, 0.352, -2.231)
O (1.957, 0.612, -1.134)
O (2.282, -0.284, -3.185)
H (2.969, -0.329, 1.184)
H (4.030, -1.008, 2.568)
H (2.327, -0.236, 4.300)
H (1.782, 1.059, 3.337)
H (0.921, -1.697, 2.487)
H (0.160, -0.666, 3.729)
H (-0.792, 0.477, 1.798)
H (0.532, 0.296, 0.896)
H (-0.080, -2.283, 1.074)
H (-1.453, -1.699, 2.021)
H (-2.339, -0.531, 0.397)
H (-3.316, -2.570, 0.460)
H (-2.370, -3.059, -0.823)
H (-2.589, 1.284, -0.845)
H (-1.185, 1.297, 0.263)
H (-1.611, 3.481, -1.035)
H (-2.399, 2.709, -2.476)
H (0.731, 2.565, -1.922)
H (-0.108, 2.668, -3.469)
H (-0.260, 0.290, -3.580)
H (3.139, -0.823, -2.712)

Partial charges, Löwdin, in e: number 1, N, carries -0.077; number 2, C, carries -0.202; number 3, C, carries -0.209; number 4, C, carries -0.247; number 5, C, carries -0.147; number 6, C, carries -0.383; number 7, N, carries 0.043; number 8, C, carries -0.582; number 9, O, carries 0.138; number 10, N, carries 0.071; number 11, C, carries -0.158; number 12, C, carries -0.157; number 13, C, carries -0.149; number 14, C, carries -0.131; number 15, C, carries -0.468; number 16, O, carries 0.100; number 17, O, carries 0.046; number 18, H, carries 0.065; number 19, H, carries 0.122; number 20, H, carries 0.085; number 21, H, carries 0.092; number 22, H, carries 0.093; number 23, H, carries 0.084; number 24, H, carries 0.079; number 25, H, carries 0.122; number 26, H, carries 0.100; number 27, H, carries 0.141; number 28, H, carries 0.125; number 29, H, carries 0.120; number 30, H, carries 0.115; number 31, H, carries 0.104; number 32, H, carries 0.142; number 33, H, carries 0.145; number 34, H, carries 0.154; number 35, H, carries 0.137; number 36, H, carries 0.106; number 37, H, carries 0.144; number 38, H, carries 0.237

Entry 2:
Below is a structure of composition C31H32BIrN5O2PS6Sb, with properties calculated with ωB97M-V with the def2-TZVPD basis set.

Its charge is -2. The calculation puts the largest force on an atom at 0.89 eV Å⁻¹. As for the spin multiplicity: 2. Its HOMO-LUMO gap (spin up / spin down) is 4.10 / 4.68 eV. For the electronic energy, the calculation gives -4724.89949 Ha. As for the HOMO energy (spin up / spin down): -0.44 / -1.02 eV.

CARTESIAN COORDINATES (ANGSTROEM)
Ir (1.563, 0.623, 0.394)
S (5.152, 1.463, 4.051)
Sb (3.818, 0.045, 2.849)
S (1.529, 0.670, 2.733)
S (3.903, 0.514, 0.510)
S (4.072, -2.184, 3.339)
C (3.904, 3.781, 1.512)
N (3.540, 3.978, 0.114)
C (4.390, 4.427, -0.868)
C (3.667, 4.494, -2.007)
N (2.379, 4.090, -1.724)
B (1.232, 4.203, -2.760)
N (0.222, 2.991, -2.696)
C (-1.112, 3.178, -2.960)
C (-1.726, 1.971, -2.971)
N (-0.740, 1.047, -2.714)
C (-0.880, -0.394, -2.666)
C (0.442, 1.679, -2.520)
S (1.882, 0.839, -2.099)
C (2.305, 3.791, -0.406)
S (0.962, 3.199, 0.456)
H (4.711, 3.059, 1.600)
H (3.038, 3.378, 2.032)
H (4.192, 4.739, 1.947)
H (5.431, 4.604, -0.674)
H (3.959, 4.753, -3.007)
H (1.756, 4.233, -3.866)
H (0.552, 5.200, -2.567)
H (-1.511, 4.165, -3.095)
H (-2.752, 1.690, -3.117)
H (-1.910, -0.647, -2.912)
H (-0.617, -0.748, -1.673)
H (-0.196, -0.843, -3.388)
O (-0.688, 0.134, 0.522)
P (-1.689, -0.728, 1.192)
C (-1.148, -2.265, 1.943)
C (-2.084, -3.218, 2.357)
C (-1.662, -4.367, 3.001)
C (-0.300, -4.561, 3.236)
C (0.628, -3.622, 2.831)
C (0.208, -2.465, 2.176)
C (-2.496, 0.228, 2.499)
C (-1.767, 1.317, 2.968)
C (-2.280, 2.085, 4.009)
C (-3.508, 1.770, 4.564)
C (-4.240, 0.685, 4.093)
C (-3.731, -0.088, 3.059)
C (-3.004, -1.199, 0.025)
C (-3.978, -0.265, -0.319)
C (-4.879, -0.536, -1.341)
C (-4.800, -1.737, -2.031)
C (-3.826, -2.668, -1.703)
C (-2.928, -2.398, -0.677)
H (-3.143, -3.069, 2.180)
H (-2.386, -5.107, 3.319)
H (0.032, -5.459, 3.746)
H (1.690, -3.733, 3.015)
H (0.942, -1.729, 1.873)
H (-0.804, 1.550, 2.530)
H (-1.705, 2.924, 4.378)
H (-3.904, 2.373, 5.373)
H (-5.201, 0.441, 4.530)
H (-4.302, -0.934, 2.693)
H (-4.025, 0.683, 0.204)
H (-5.633, 0.197, -1.602)
H (-5.498, -1.945, -2.834)
H (-3.756, -3.601, -2.248)
H (-2.161, -3.120, -0.422)
O (1.480, -1.956, -0.272)
N (2.012, -2.392, -1.352)
C (1.249, -2.947, -2.334)
C (1.808, -3.374, -3.518)
C (3.173, -3.240, -3.728)
C (3.936, -2.682, -2.716)
C (3.359, -2.268, -1.532)
H (0.198, -2.991, -2.092)
H (1.158, -3.801, -4.269)
H (3.624, -3.560, -4.657)
H (5.003, -2.545, -2.824)
H (3.864, -1.799, -0.695)

Partial charges, Löwdin, in e: number 1, Ir, carries 0.221; number 2, S, carries -0.325; number 3, Sb, carries -0.164; number 4, S, carries -0.049; number 5, S, carries -0.062; number 6, S, carries -0.312; number 7, C, carries -0.095; number 8, N, carries -0.122; number 9, C, carries -0.066; number 10, C, carries -0.086; number 11, N, carries -0.024; number 12, B, carries -0.468; number 13, N, carries -0.012; number 14, C, carries -0.086; number 15, C, carries -0.060; number 16, N, carries -0.112; number 17, C, carries -0.058; number 18, C, carries -0.698; number 19, S, carries 0.583; number 20, C, carries -0.732; number 21, S, carries 0.566; number 22, H, carries 0.011; number 23, H, carries 0.028; number 24, H, carries 0.086; number 25, H, carries 0.110; number 26, H, carries 0.100; number 27, H, carries 0.064; number 28, H, carries 0.064; number 29, H, carries 0.104; number 30, H, carries 0.101; number 31, H, carries 0.083; number 32, H, carries 0.046; number 33, H, carries 0.075; number 34, O, carries -0.443; number 35, P, carries 0.799; number 36, C, carries -0.266; number 37, C, carries -0.112; number 38, C, carries -0.106; number 39, C, carries -0.090; number 40, C, carries -0.056; number 41, C, carries -0.080; number 42, C, carries -0.254; number 43, C, carries -0.073; number 44, C, carries -0.058; number 45, C, carries -0.100; number 46, C, carries -0.101; number 47, C, carries -0.095; number 48, C, carries -0.261; number 49, C, carries -0.070; number 50, C, carries -0.089; number 51, C, carries -0.104; number 52, C, carries -0.090; number 53, C, carries -0.086; number 54, H, carries 0.094; number 55, H, carries 0.088; number 56, H, carries 0.094; number 57, H, carries 0.047; number 58, H, carries 0.013; number 59, H, carries 0.012; number 60, H, carries 0.110; number 61, H, carries 0.094; number 62, H, carries 0.091; number 63, H, carries 0.098; number 64, H, carries 0.116; number 65, H, carries 0.099; number 66, H, carries 0.095; number 67, H, carries 0.099; number 68, H, carries 0.110; number 69, O, carries -0.171; number 70, N, carries -0.215; number 71, C, carries -0.048; number 72, C, carries -0.080; number 73, C, carries -0.104; number 74, C, carries -0.054; number 75, C, carries -0.037; number 76, H, carries 0.118; number 77, H, carries 0.099; number 78, H, carries 0.091; number 79, H, carries 0.109; number 80, H, carries 0.059

Entry 3:
Below is a structure of composition C55H53GeLaN6O4P2S2Te in a non-equilibrium geometry, with properties calculated with ωB97M-V with the def2-TZVPD basis set.

The calculation puts the largest force on an atom at 1.83 eV Å⁻¹. Its HOMO-LUMO gap is 6.66 eV. For the electronic energy, the calculation gives -6612.82625 Ha. As for the HOMO energy: -6.73 eV.

CARTESIAN COORDINATES (ANGSTROEM)
La (0.442, -0.199, -0.088)
Te (-0.693, -4.328, -0.784)
C (0.058, -6.282, -1.237)
C (-0.098, -6.863, -2.488)
C (0.450, -8.119, -2.715)
N (1.112, -8.812, -1.796)
C (1.246, -8.256, -0.594)
C (0.744, -7.005, -0.267)
C (1.375, -3.612, -0.783)
P (1.180, -2.299, -2.035)
C (0.951, -3.346, -3.524)
C (1.826, -4.418, -3.691)
C (1.734, -5.224, -4.813)
C (0.769, -4.963, -5.778)
C (-0.107, -3.901, -5.613)
C (-0.016, -3.092, -4.488)
C (2.888, -1.670, -2.461)
C (3.316, -1.584, -3.790)
C (4.575, -1.096, -4.107)
C (5.435, -0.672, -3.105)
C (5.008, -0.703, -1.787)
C (3.745, -1.182, -1.474)
P (1.806, -2.727, 0.747)
C (3.516, -3.392, 0.962)
C (3.802, -4.686, 0.535)
C (5.098, -5.174, 0.592)
C (6.129, -4.363, 1.048)
C (5.849, -3.081, 1.494)
C (4.546, -2.604, 1.464)
C (0.963, -3.463, 2.193)
C (1.560, -4.342, 3.090)
C (0.883, -4.736, 4.237)
C (-0.394, -4.267, 4.496)
C (-0.999, -3.387, 3.610)
C (-0.315, -2.980, 2.481)
H (-0.632, -6.343, -3.273)
H (0.350, -8.592, -3.687)
H (1.773, -8.847, 0.149)
H (0.873, -6.597, 0.729)
H (2.572, -4.612, -2.930)
H (2.414, -6.058, -4.934)
H (0.701, -5.589, -6.658)
H (-0.861, -3.700, -6.364)
H (-0.703, -2.264, -4.355)
H (2.658, -1.916, -4.581)
H (4.896, -1.062, -5.140)
H (6.431, -0.323, -3.347)
H (5.676, -0.375, -0.998)
H (3.433, -1.206, -0.438)
H (3.003, -5.298, 0.136)
H (5.303, -6.186, 0.263)
H (7.148, -4.728, 1.049)
H (6.649, -2.447, 1.856)
H (4.326, -1.605, 1.830)
H (2.565, -4.702, 2.913)
H (1.367, -5.401, 4.941)
H (-0.909, -4.568, 5.399)
H (-1.991, -3.003, 3.817)
H (-0.759, -2.241, 1.820)
C (5.415, 3.596, 0.673)
C (3.971, 3.884, 0.520)
N (3.442, 5.057, 0.473)
N (2.114, 4.844, 0.261)
C (1.800, 3.544, 0.173)
S (0.321, 2.848, -0.132)
N (3.000, 2.917, 0.338)
N (3.129, 1.539, 0.383)
H (5.941, 4.538, 0.797)
H (5.799, 3.097, -0.219)
H (5.608, 2.962, 1.539)
H (1.456, 5.602, 0.367)
H (3.057, 1.214, 1.345)
H (4.023, 1.270, -0.012)
O (0.681, 0.892, -2.559)
H (-0.044, 1.529, -2.474)
H (0.512, 0.407, -3.372)
O (-2.100, -1.863, -0.188)
H (-2.784, -1.982, 0.480)
H (-2.497, -1.337, -0.892)
O (-3.108, 2.171, -0.551)
C (-2.406, 1.321, -0.042)
O (-1.504, 0.619, -0.686)
C (-2.608, 0.996, 1.453)
C (-1.939, 1.974, 2.438)
Ge (-2.398, 3.938, 2.414)
C (-0.825, 4.858, 3.197)
C (0.172, 4.141, 3.858)
C (1.262, 4.786, 4.427)
C (1.377, 6.167, 4.350)
C (0.379, 6.899, 3.721)
C (-0.707, 6.248, 3.145)
C (-3.016, 4.987, 0.855)
C (-4.378, 5.029, 0.572)
C (-4.854, 5.715, -0.533)
C (-3.972, 6.370, -1.379)
C (-2.618, 6.374, -1.082)
C (-2.147, 5.695, 0.033)
C (-3.800, 4.080, 3.804)
C (-3.585, 4.813, 4.969)
C (-4.547, 4.866, 5.968)
C (-5.746, 4.186, 5.815)
C (-5.974, 3.445, 4.664)
C (-5.006, 3.391, 3.673)
H (-2.213, -0.011, 1.636)
H (-3.680, 0.997, 1.648)
H (-0.860, 1.884, 2.335)
H (-2.187, 1.665, 3.456)
H (0.094, 3.063, 3.949)
H (2.026, 4.207, 4.933)
H (2.224, 6.672, 4.795)
H (0.448, 7.979, 3.685)
H (-1.492, 6.830, 2.673)
H (-5.076, 4.515, 1.219)
H (-5.918, 5.733, -0.733)
H (-4.347, 6.884, -2.255)
H (-1.924, 6.906, -1.721)
H (-1.090, 5.706, 0.255)
H (-2.650, 5.347, 5.094)
H (-4.362, 5.441, 6.867)
H (-6.496, 4.225, 6.595)
H (-6.909, 2.911, 4.542)
H (-5.191, 2.802, 2.779)
S (1.368, -0.518, 4.724)
C (1.211, -0.105, 3.202)
N (1.142, 0.227, 2.063)

Löwdin atomic charge list, values in e, 99 entries: number 1, La, carries 1.668; number 2, Te, carries 1.316; number 3, C, carries -0.520; number 4, C, carries -0.135; number 5, C, carries -0.160; number 6, N, carries 0.049; number 7, C, carries -0.158; number 8, C, carries -0.137; number 9, C, carries -0.858; number 10, P, carries 0.708; number 11, C, carries -0.450; number 12, C, carries -0.114; number 13, C, carries -0.081; number 14, C, carries -0.089; number 15, C, carries -0.087; number 16, C, carries -0.111; number 17, C, carries -0.337; number 18, C, carries -0.083; number 19, C, carries -0.073; number 20, C, carries -0.087; number 21, C, carries -0.094; number 22, C, carries -0.144; number 23, P, carries 0.781; number 24, C, carries -0.382; number 25, C, carries -0.097; number 26, C, carries -0.070; number 27, C, carries -0.088; number 28, C, carries -0.091; number 29, C, carries -0.114; number 30, C, carries -0.394; number 31, C, carries -0.075; number 32, C, carries -0.075; number 33, C, carries -0.084; number 34, C, carries -0.083; number 35, C, carries -0.188; number 36, H, carries 0.090; number 37, H, carries 0.102; number 38, H, carries 0.101; number 39, H, carries 0.088; number 40, H, carries 0.112; number 41, H, carries 0.109; number 42, H, carries 0.102; number 43, H, carries 0.101; number 44, H, carries 0.100; number 45, H, carries 0.101; number 46, H, carries 0.105; number 47, H, carries 0.102; number 48, H, carries 0.101; number 49, H, carries 0.018; number 50, H, carries 0.082; number 51, H, carries 0.104; number 52, H, carries 0.100; number 53, H, carries 0.100; number 54, H, carries 0.099; number 55, H, carries 0.099; number 56, H, carries 0.105; number 57, H, carries 0.104; number 58, H, carries 0.107; number 59, H, carries 0.045; number 60, C, carries 0.002; number 61, C, carries -0.327; number 62, N, carries 0.132; number 63, N, carries 0.051; number 64, C, carries -0.708; number 65, S, carries 0.751; number 66, N, carries -0.078; number 67, N, carries 0.107; number 68, H, carries 0.089; number 69, H, carries 0.087; number 70, H, carries 0.088; number 71, H, carries 0.153; number 72, H, carries 0.081; number 73, H, carries 0.086; number 74, O, carries -0.186; number 75, H, carries 0.017; number 76, H, carries 0.051; number 77, O, carries -0.229; number 78, H, carries 0.063; number 79, H, carries 0.058; number 80, O, carries 0.071; number 81, C, carries -0.681; number 82, O, carries -0.427; number 83, C, carries -0.167; number 84, C, carries -0.256; number 85, Ge, carries 1.059; number 86, C, carries -0.282; number 87, C, carries -0.104; number 88, C, carries -0.088; number 89, C, carries -0.097; number 90, C, carries -0.092; number 91, C, carries -0.123; number 92, C, carries -0.270; number 93, C, carries -0.105; number 94, C, carries -0.081; number 95, C, carries -0.090; number 96, C, carries -0.087; number 97, C, carries -0.133; number 98, C, carries -0.265; number 99, C, carries -0.099